{"formula": "C3H2NO3", "method": "ωB97M-V/def2-TZVPD", "elements": ["C", "C", "C", "N", "O", "O", "O", "H", "H"], "coordinates": [[0.38798, -0.43764, -1.19216], [-0.78585, -0.12706, 1.19869], [-0.26515, 0.61351, -0.53937], [1.27191, 0.36443, -0.54402], [0.14474, -0.35328, 1.94917], [0.28056, -1.45258, -1.84965], [-1.98948, -0.26437, 1.32713], [-0.75255, 1.55809, -0.74858], [1.70784, 0.09888, 0.39880]], "atomic_forces_ev_per_a": [[-0.744, -1.190, -0.979], [-0.799, 0.422, -0.862], [0.126, -0.985, 3.890], [0.974, 0.651, 0.797], [1.251, 0.284, -0.657], [0.544, 0.428, 0.291], [-0.392, 0.330, -0.663], [0.346, -0.097, -0.399], [-1.307, 0.157, -1.419]], "de_lowest_kj_mol": 205.8, "multiplicity": 1, "total_charge": -1, "orbital_gap_ev": 8.44, "molar_mass_g_mol": 100.05}